Below is 2 unconnected molecules or ions with the total composition C7H9N2O3P at a distorted geometry, with properties calculated with ωB97M-V/def2-TZVPD.

Last columns: bonded neighbours and bond lengths (Å).
Element x y z (Å)
1 P -2.69867 1.52867 0.03936  O2 1.466, O3 1.513, O4 1.706, C8 1.852
2 O -2.91207 1.90274 1.44016  P1 1.466
3 O -3.89176 1.09977 -0.78585  P1 1.513
4 O -2.08091 2.84876 -0.84732  P1 1.706, H22 0.974
5 N -3.00484 -2.56349 0.07948  N6 1.369, H14 1.032
6 N -2.71807 -3.66592 0.83823  N5 1.369, H18 1.036
7 C 0.85190 -0.49838 -0.39502  C9 1.404, C12 1.424, H17 1.093
8 C -1.26398 0.38148 -0.19709  P1 1.852, C12 1.318, H21 1.034
9 C 2.23984 -0.33056 -0.26544  C7 1.404, C13 1.402, H16 1.139
10 C 1.92476 1.95456 0.51203  C11 1.370, C13 1.431, H15 1.113
11 C 0.56402 1.81076 0.44159  C10 1.370, C12 1.414, H20 1.038
12 C 0.01777 0.56811 0.04688  C7 1.424, C8 1.318, C11 1.414
13 C 2.80180 0.90072 0.10118  C9 1.402, C10 1.431, H19 1.172
14 H -3.13444 -1.80953 0.77204  N5 1.032
15 H 2.49493 2.87154 0.78338  C10 1.113
16 H 2.99694 -1.15018 -0.49253  C9 1.139
17 H 0.45911 -1.49557 -0.60730  C7 1.093
18 H -2.51175 -4.53178 0.30761  N6 1.036
19 H 3.90392 1.26053 -0.07149  C13 1.172
20 H -0.07970 2.55104 0.78102  C11 1.038
21 H -1.70288 -0.49594 -0.52329  C8 1.034
22 H -1.68064 2.25924 -1.51124  O4 0.974

**2S+1**: 3
**Charge**: -2
**Gap between HOMO and LUMO (spin up / spin down)**: 2.8 / 4.4 eV



Below is a gas-phase ion, C7H9N2S3 (charge +1) at a distorted geometry, with properties calculated with ωB97M-V/def2-TZVPD.

Last columns: bonded neighbours and bond lengths (Å).
Element x y z (Å)
1 S 0.39549 -0.52379 -3.04733  S2 2.154, C6 1.747
2 S -1.31342 -1.37800 -4.04122  S1 2.154, S3 1.996
3 S -0.87259 -3.25733 -4.54871  S2 1.996, H21 1.348
4 N 1.65820 1.23023 -0.67726  C8 1.461, H13 1.057, H14 1.028, H17 1.059
5 N -0.98564 0.48859 3.50780  C7 1.323, C11 1.268
6 C -0.22595 -0.27536 -1.43370  S1 1.747, C8 1.426, H19 1.098
7 C -1.38837 -0.41279 2.62732  N5 1.323, C9 1.368, H20 1.114
8 C 0.50163 0.38207 -0.39897  N4 1.461, C6 1.426, C10 1.431
9 C -0.96197 -0.47569 1.32937  C7 1.368, C10 1.374, H15 1.062
10 C -0.03015 0.45112 0.92823  C8 1.431, C9 1.374, C12 1.433
11 C -0.00627 1.24043 3.21880  N5 1.268, C12 1.411, H18 1.124
12 C 0.47939 1.37175 1.90039  C10 1.433, C11 1.411, H16 1.068
13 H 1.55378 1.38613 -1.71705  N4 1.057
14 H 2.50276 0.66816 -0.51028  N4 1.028
15 H -1.13150 -1.39539 0.82600  C9 1.062
16 H 1.37917 1.92993 1.76357  C12 1.068
17 H 1.47701 1.91749 0.10772  N4 1.059
18 H 0.61798 1.76526 3.99271  C11 1.124
19 H -1.05617 -0.93126 -1.14098  C6 1.098
20 H -2.17488 -1.02307 3.12816  C7 1.114
21 H -0.41851 -3.15846 -5.81457  S3 1.348

**SMILES**: [NH3+]/C(=C\SSS)c1ccncc1
**Charge**: +1
**Gap between HOMO and LUMO**: 8.2 eV